1.
Below is the molecule C18H19F2N3O4 at a distorted geometry, with properties calculated with ωB97M-V with the def2-TZVPD basis set.

The SMILES is O=C(NCCCN1CCCC1=O)c1cc(COc2ccc(F)cc2F)on1. The value obtained for the energy relative to the best compared isomer or geometry (same formula, charge and spin) is 0.0 kJ/mol.

Last column: Mulliken charge in e.
CARTESIAN COORDINATES (ANGSTROEM)
O1 0.745 1.554 -0.548  -0.6715
C1 0.360 0.601 -1.197  -0.0153
N1 0.111 0.637 -2.521  -0.0886
H1 -0.229 -0.208 -2.955  0.3175
C2 0.111 1.869 -3.265  -0.7902
H2 0.393 2.647 -2.551  0.3053
C3 -1.253 2.180 -3.892  -0.6630
H3 -1.424 1.525 -4.749  0.4265
C4 -2.425 1.986 -2.918  -0.9571
N2 -2.189 2.532 -1.609  0.3337
C5 -2.215 1.778 -0.490  0.5224
O2 -2.388 0.576 -0.465  -0.7064
C6 -2.015 2.701 0.696  -0.5947
H4 -2.983 2.852 1.179  0.3948
C7 -1.474 3.982 0.067  -0.6265
H5 -0.387 3.923 0.026  0.2273
H6 -1.763 4.881 0.607  0.4289
C8 -2.045 3.947 -1.354  -0.6315
H7 -3.024 4.443 -1.411  0.3438
H8 -1.380 4.411 -2.085  0.3262
H9 -1.333 2.256 1.417  0.1908
H10 -2.608 0.919 -2.759  0.3605
H11 -3.328 2.434 -3.351  0.3898
H12 -1.233 3.207 -4.258  0.3736
H13 0.870 1.830 -4.054  0.4060
C9 0.106 -0.730 -0.598  0.5404
N3 -0.157 -1.790 -1.323  -0.7141
O3 -0.393 -2.811 -0.476  -0.1930
C10 -0.287 -2.370 0.790  0.0988
C11 0.044 -1.046 0.782  0.2952
H14 0.206 -0.389 1.608  0.5814
C12 -0.529 -3.337 1.904  -0.7518
O4 0.262 -3.071 3.037  -0.4093
C13 1.612 -3.195 2.940  0.2166
C14 2.349 -2.867 4.086  0.5569
C15 3.723 -2.957 4.130  -0.5779
C16 4.384 -3.387 2.991  0.3993
C17 3.698 -3.721 1.842  -0.8814
C18 2.316 -3.624 1.819  -0.1791
H15 1.797 -3.888 0.913  0.3950
H16 4.239 -4.052 0.970  0.4376
F1 5.727 -3.481 3.014  -0.3260
H17 4.262 -2.697 5.026  0.4722
F2 1.691 -2.451 5.182  -0.3024
H18 -1.560 -3.238 2.261  0.3638
H19 -0.382 -4.362 1.538  0.3754



2.
Below is a structure of composition C18H19F3INO2S at a distorted geometry, with properties calculated with ωB97M-V with the def2-TZVPD basis set.

Last column: Mulliken charge in e.
CARTESIAN COORDINATES (ANGSTROEM)
C1 -3.899 -2.301 1.535  -1.8096
C2 -3.166 -0.956 1.471  2.8454
C3 -3.999 0.139 2.129  -2.1172
C4 -1.774 -1.053 2.076  -0.2067
C5 -1.111 0.091 2.594  -0.4970
I1 -1.838 1.610 3.900  0.0343
C6 0.227 0.279 2.236  -0.5941
C7 0.751 -0.630 1.335  -1.0723
C8 0.323 -1.958 1.339  -0.5082
C9 -0.998 -2.182 1.729  -0.2885
O1 -3.045 -0.655 0.124  -0.8017
S1 -1.108 -0.240 -0.766  0.4875
C10 -1.806 1.009 -1.776  0.7622
F1 -2.246 2.081 -1.057  -0.2448
F2 -0.846 1.490 -2.665  -0.2497
F3 -2.846 0.553 -2.538  -0.2329
H1 -3.932 -2.667 2.565  0.3609
H2 -4.916 -2.140 1.169  0.4455
H3 -3.413 -3.030 0.879  0.4016
H4 -3.945 0.045 3.218  0.3139
H5 -3.645 1.110 1.784  0.3920
H6 -5.037 0.021 1.810  0.4606
H7 0.776 1.151 2.577  0.3621
H8 1.313 -0.203 0.251  -0.8616
H9 0.947 -2.778 0.989  0.5052
H10 -1.467 -3.168 1.657  0.3793
C11 1.474 -1.957 -2.589  -1.1892
C12 2.166 -1.156 -1.531  0.7865
C13 1.433 0.019 -0.971  1.1798
N1 2.357 1.160 -1.021  0.2858
C14 2.880 1.670 0.115  0.1818
C15 3.869 2.640 0.056  -0.8448
C16 4.309 3.109 -1.182  -0.0963
C17 3.697 2.615 -2.334  -0.7698
C18 2.720 1.639 -2.239  0.1971
O2 3.288 -1.430 -1.113  -0.6731
H11 0.791 -1.357 -3.206  0.3095
H12 2.253 -2.403 -3.223  0.4404
H13 0.905 -2.781 -2.127  0.2282
H14 0.554 0.331 -1.569  -0.2159
H15 2.480 1.258 1.041  0.2630
H16 4.271 3.008 0.994  0.4271
H17 5.111 3.844 -1.247  0.4080
H18 3.962 2.960 -3.328  0.3816
H19 2.183 1.213 -3.088  0.4341



3.
Below is a structure of composition C18H19IrN2O4Te at a distorted geometry, with properties calculated with ωB97M-V with the def2-TZVPD basis set.

The charge is +1. The value obtained for the energy relative to the best compared isomer or geometry (same formula, charge and spin) is 222.5 kJ/mol. The multiplicity is 2.

Last column: Mulliken charge in e.
CARTESIAN COORDINATES (ANGSTROEM)
Ir1 0.694 -0.983 -0.100  1.9574
O1 2.625 -0.046 0.223  -0.6052
C1 3.261 0.807 -0.490  0.4357
C2 4.679 0.824 -0.489  -0.5962
C3 5.364 1.771 -1.190  -0.4654
C4 4.683 2.764 -1.947  -0.6255
C5 3.327 2.777 -1.967  -0.9236
C6 2.575 1.809 -1.243  0.5538
C7 1.188 1.894 -1.248  -0.0716
N1 0.334 1.031 -0.705  0.3798
N2 -0.940 1.392 -0.777  -0.7421
C8 -1.767 0.472 -0.304  0.5728
O2 -1.353 -0.633 0.170  -0.9696
C9 -3.209 0.753 -0.379  0.4337
C10 -3.670 2.052 -0.601  -0.2749
C11 -5.026 2.281 -0.751  -0.6791
C12 -5.923 1.223 -0.681  -0.3863
C13 -5.465 -0.069 -0.457  -0.6427
C14 -4.111 -0.306 -0.300  -0.4064
H1 5.188 0.057 0.079  0.4410
H2 6.447 1.758 -1.189  0.4006
H3 5.248 3.499 -2.502  0.4225
H4 2.794 3.509 -2.561  0.3830
H5 0.733 2.758 -1.724  0.4411
H6 -2.956 2.861 -0.659  0.4157
H7 -5.385 3.285 -0.936  0.3968
H8 -6.981 1.403 -0.819  0.3937
H9 -6.169 -0.889 -0.409  0.4012
H10 -3.736 -1.309 -0.144  0.4081
C15 0.207 -5.079 -0.811  -1.0750
C16 0.414 -3.639 -0.467  0.8474
O3 0.685 -2.800 -1.361  -0.7135
O4 0.295 -3.236 0.737  -0.6124
H11 0.450 -5.261 -1.853  0.3203
H12 -0.837 -5.333 -0.627  0.3096
H13 0.818 -5.702 -0.160  0.3239
C17 -0.475 -1.721 3.221  -0.8928
Te1 1.465 -1.510 2.397  0.4330
C18 1.693 0.459 3.160  -0.9282
H14 -1.156 -1.152 2.595  0.2218
H15 -0.462 -1.344 4.241  0.4538
H16 -0.735 -2.774 3.198  0.3214
H17 2.085 0.420 4.175  0.4076
H18 0.720 0.944 3.148  0.3330
H19 2.387 0.983 2.510  0.2014



4.
Below is a structure of composition C18H19MnN9SSi, with properties calculated with ωB97M-V with the def2-TZVPD basis set.

The value obtained for the energy relative to the best compared isomer or geometry (same formula, charge and spin) is 0.0 kJ/mol. The multiplicity is 6.

Last column: Mulliken charge in e.
CARTESIAN COORDINATES (ANGSTROEM)
Mn1 -0.191 0.708 -0.936  0.4478
C1 -5.658 0.034 0.633  -1.1602
C2 -4.554 0.893 1.119  0.9635
N1 -4.525 1.563 2.226  -0.7785
N2 -3.312 2.196 2.214  0.2130
C3 -2.573 1.925 1.134  0.1400
S1 -1.050 2.502 0.715  -0.3972
N3 -3.374 1.082 0.426  0.2752
N4 -2.971 0.538 -0.788  -0.3136
H1 -6.429 -0.009 1.396  0.3447
H2 -5.308 -0.974 0.405  0.2921
H3 -6.085 0.442 -0.285  0.3092
H4 -3.047 2.804 2.968  0.1854
H5 -3.308 1.119 -1.552  0.2889
H6 -3.377 -0.392 -0.892  -0.0573
N5 -0.113 -4.790 4.264  -0.4309
C4 -0.148 -3.982 3.450  -0.1252
C5 -0.197 -2.961 2.435  0.7902
C6 -1.067 -3.084 1.359  -0.7313
C7 -1.082 -2.072 0.417  0.1131
N6 -0.304 -0.992 0.507  0.0422
C8 0.540 -0.884 1.537  -0.2027
C9 0.627 -1.845 2.528  -0.8045
H7 -1.714 -3.942 1.252  0.5126
H8 -1.746 -2.131 -0.435  0.0872
H9 1.170 -0.002 1.547  0.4361
H10 1.320 -1.729 3.348  0.4946
N7 -0.924 -0.178 -2.735  -0.6553
C10 -1.513 -1.100 -3.123  0.6202
C11 -2.355 -2.162 -3.424  -0.0695
C12 -3.397 -2.301 -2.485  0.4040
N8 -4.176 -2.287 -1.628  -0.5563
C13 -2.152 -3.050 -4.506  -0.0492
N9 -1.992 -3.774 -5.387  -0.4862
C14 5.081 3.590 -1.206  -0.9402
Si1 4.770 1.871 -0.540  -0.0386
C15 5.766 0.618 -1.504  -0.9382
C16 5.239 1.797 1.271  -0.9498
C17 2.987 1.480 -0.702  -0.1267
C18 1.795 1.230 -0.813  0.1869
H11 6.137 3.857 -1.123  0.3000
H12 4.497 4.330 -0.657  0.2914
H13 4.796 3.653 -2.258  0.3015
H14 6.836 0.825 -1.427  0.2949
H15 5.491 0.635 -2.560  0.3032
H16 5.588 -0.392 -1.129  0.2883
H17 6.296 2.032 1.413  0.2982
H18 5.057 0.800 1.678  0.2929
H19 4.652 2.511 1.853  0.2943



no.,energy (Ha)
1,-1362.26574
2,-1897.70851
3,-1479.80783
4,-3028.77708